(1)
Molecular formula: C16H32CdO2P2
Method: DFT, ωB97M-V/def2-TZVPD

HOMO energy = -7.6 eV
Multiplicity = 1
ΔE to the lowest compared entry with this formula, charge and spin = 6.1 kcal/mol

```
53
C16H32CdO2P2 ωB97M-V/def2-TZVPD
P -0.25 1.00 -1.82
P 1.44 -1.72 -1.66
C 1.60 0.94 -2.28
C 2.08 -0.42 -2.82
H 2.11 1.13 -1.32
H 1.82 1.78 -2.95
H 1.70 -0.60 -3.83
H 3.17 -0.54 -2.81
C 2.29 -1.38 -0.06
H 1.94 -2.10 0.69
H 2.15 -0.38 0.39
H 3.38 -1.54 -0.22
C 1.73 -3.49 -1.73
H 2.68 -3.68 -1.21
H 1.75 -3.82 -2.78
H 0.91 -4.05 -1.23
C -0.16 2.73 -1.18
H -1.19 3.09 -0.99
H 0.29 3.33 -1.98
H 0.46 2.79 -0.27
C -1.37 1.57 -3.23
H -1.28 0.93 -4.12
H -1.11 2.61 -3.48
H -2.40 1.52 -2.84
Cd -0.76 -1.41 -2.21
C 0.86 0.17 2.67
C 1.45 1.36 2.79
C 1.03 2.59 3.53
C -0.48 2.68 3.70
C -1.15 2.78 2.36
C -1.67 1.74 1.73
C -1.58 0.23 1.93
C -0.52 -0.30 2.93
C -2.71 -2.01 -2.72
H 1.55 -0.68 2.47
H 2.49 1.46 2.44
H 1.36 3.47 2.96
H 1.47 2.73 4.53
H -0.90 1.82 4.23
H -0.75 3.58 4.27
H -1.00 3.73 1.81
H -2.17 1.96 0.79
H -1.34 -0.18 0.92
H -2.58 -0.23 2.12
H -0.83 -0.22 3.99
H -0.54 -1.39 2.74
H -2.78 -2.11 -3.81
H -3.53 -1.43 -2.31
H -2.76 -3.00 -2.26
O -0.44 -4.87 0.17
C -1.46 -4.24 0.55
O -1.84 -3.05 0.31
H -2.18 -4.88 1.11
```

Atomic partial charges in e from the natural (NBO) method, atoms 1 to 6: atom 1 (P): 0.64, atom 2 (P): 0.75, atom 3 (C): -0.70, atom 4 (C): -0.70, atom 5 (H): 0.24, atom 6 (H): 0.24

(2)
Molecular formula: C16H32Cl3N4NbO2
Method: DFT, ωB97M-V/def2-TZVPD

HOMO energy = -8.0 eV
Multiplicity = 1

```
58
C16H32Cl3N4NbO2 ωB97M-V/def2-TZVPD
Nb -0.51 -0.20 0.21
N -0.56 -1.44 1.89
N -0.23 1.55 1.28
N -0.35 -0.98 -1.85
N -1.00 1.12 -1.52
H -2.07 -0.63 3.14
C -1.06 -1.05 3.21
H -0.41 -0.32 3.71
H -1.13 -1.93 3.87
H -0.92 -3.45 2.43
C -0.27 -2.86 1.76
H 0.76 -3.12 2.04
H -0.45 -3.19 0.72
C -1.39 2.26 1.78
H -1.44 3.28 1.36
H -2.32 1.75 1.49
H -1.39 2.33 2.88
H 1.03 3.24 1.13
C 1.00 2.24 1.61
H 1.11 2.40 2.69
H 1.88 1.69 1.27
C -0.40 -2.32 -2.46
H -1.21 -2.92 -1.97
C 0.92 -2.97 -2.13
H 1.02 -3.20 -1.06
H 1.03 -3.91 -2.69
H 1.74 -2.31 -2.42
C -0.65 -2.20 -3.94
H -0.51 -3.16 -4.44
H -1.67 -1.86 -4.15
H 0.07 -1.49 -4.35
H -3.15 3.37 -2.97
C -2.83 2.33 -2.79
H -2.39 1.93 -3.70
H -3.73 1.75 -2.53
C -1.83 2.33 -1.64
H -2.42 2.37 -0.70
C -0.81 3.46 -1.60
H 0.21 3.04 -1.56
H -0.90 4.08 -2.50
H -0.95 4.08 -0.71
H -1.23 0.15 -3.39
C -0.79 0.16 -2.39
C -2.55 -0.66 0.16
H -2.23 -1.74 0.34
H -2.86 -0.15 1.09
C -3.66 -0.47 -0.82
H -4.51 0.14 -0.41
C -3.76 -0.99 -2.05
H -3.33 -1.97 -2.28
H -4.09 -0.38 -2.89
Cl 4.71 -0.04 -2.27
C 3.84 -0.30 -0.76
Cl 3.89 -1.99 -0.26
Cl 4.40 0.73 0.55
C 2.33 0.11 -0.97
O 1.98 0.83 -1.89
O 1.55 -0.36 -0.01
```

Atomic partial charges in e from the natural (NBO) method, atoms 1 to 6: atom 1 (Nb): 2.08, atom 2 (N): -0.69, atom 3 (N): -0.67, atom 4 (N): -0.66, atom 5 (N): -0.62, atom 6 (H): 0.18

(3)
Molecular formula: C16H32NO4
Method: DFT, ωB97M-V/def2-TZVPD

HOMO energy = -4.1 eV
Multiplicity = 1
Net charge = -1

```
53
C16H32NO4 ωB97M-V/def2-TZVPD
C -2.18 4.91 0.39
O -2.73 4.19 -0.68
C -2.97 2.82 -0.41
C -1.72 1.95 -0.48
C -0.87 1.90 0.81
C -0.23 0.52 1.04
C 1.13 0.50 1.74
C 2.26 1.38 1.18
C 2.86 0.86 -0.13
C 2.05 1.17 -1.40
C 1.96 0.01 -2.42
C 0.72 -0.87 -2.28
N 0.86 -1.92 -1.28
C -0.43 -2.49 -0.87
C -0.21 -3.81 -0.12
C 0.66 -3.72 1.13
C 0.03 -3.04 2.36
O -1.36 -2.83 2.18
C -1.35 -2.80 -2.09
O -2.54 -2.48 -1.93
O -0.82 -3.38 -3.05
H -1.09 5.01 0.29
H -2.62 5.91 0.42
H -2.38 4.43 1.36
H -3.46 2.71 0.56
H -3.67 2.48 -1.18
H -2.02 0.94 -0.77
H -1.12 2.35 -1.30
H -1.53 2.14 1.65
H -0.11 2.68 0.76
H -0.92 -0.05 1.67
H -0.18 -0.03 0.10
H 1.00 0.70 2.81
H 1.49 -0.53 1.68
H 1.97 2.42 1.06
H 3.06 1.37 1.93
H 3.04 -0.21 -0.02
H 3.84 1.34 -0.23
H 1.03 1.45 -1.14
H 2.49 2.04 -1.90
H 2.86 -0.60 -2.37
H 1.93 0.44 -3.42
H 0.53 -1.36 -3.24
H -0.16 -0.23 -2.10
H 1.33 -1.54 -0.46
H -1.00 -1.82 -0.23
H -1.20 -4.20 0.13
H 0.26 -4.49 -0.84
H 1.59 -3.22 0.86
H 0.92 -4.74 1.42
H 0.20 -3.67 3.23
H 0.55 -2.09 2.56
H -1.72 -2.51 3.02
```

Atomic partial charges in e from the natural (NBO) method, atoms 1 to 6: atom 1 (C): -0.25, atom 2 (O): -0.55, atom 3 (C): -0.05, atom 4 (C): -0.45, atom 5 (C): -0.40, atom 6 (C): -0.42

(4)
Molecular formula: C16H32O2P2Pd
Method: DFT, ωB97M-V/def2-TZVPD

HOMO energy (alpha / beta) = -6.1 / -6.9 eV
Multiplicity = 3
ΔE to the lowest compared entry with this formula, charge and spin = 32.1 kcal/mol
<S²> = 2.008

```
53
C16H32O2P2Pd ωB97M-V/def2-TZVPD
P -0.52 -2.01 -0.85
P 0.34 1.40 -1.41
C -1.12 -0.90 -2.21
C -0.17 0.18 -2.73
H -2.09 -0.47 -1.92
H -1.31 -1.60 -3.04
H 0.74 -0.23 -3.20
H -0.70 0.75 -3.51
C -0.68 2.79 -2.36
H -0.66 3.70 -1.75
H -1.71 2.42 -2.46
H -0.26 2.99 -3.35
C 1.77 2.58 -2.00
H 1.67 2.75 -3.08
H 2.79 2.19 -1.84
H 1.70 3.55 -1.48
C -1.88 -2.94 -0.14
H -1.53 -3.53 0.72
H -2.19 -3.64 -0.94
H -2.74 -2.32 0.14
C 0.33 -3.30 -1.84
H 1.23 -2.89 -2.34
H -0.40 -3.63 -2.59
H 0.61 -4.15 -1.20
Pd -1.31 -1.42 3.41
C 0.13 2.41 0.27
C -0.93 1.53 -0.19
C -1.13 0.25 0.64
C 0.12 -0.66 0.89
C 1.03 -1.04 -0.40
C 1.63 0.27 -0.79
C 2.28 0.99 0.39
C 1.28 1.98 1.09
C 0.27 -2.52 3.74
H -0.10 3.49 0.21
H -1.88 1.90 -0.57
H -1.93 -0.36 0.17
H -1.51 0.58 1.61
H 0.75 -0.35 1.74
H -0.29 -1.57 1.39
H 1.79 -1.79 -0.11
H 2.31 0.11 -1.62
H 3.17 1.55 0.09
H 2.64 0.28 1.14
H 0.88 1.61 2.05
H 1.83 2.89 1.34
H 0.61 -2.59 4.78
H 1.16 -2.48 3.09
H -0.22 -3.50 3.51
O -0.56 1.09 3.51
C -1.44 1.20 4.39
O -2.11 0.21 4.87
H -1.69 2.23 4.78
```

Atomic partial charges in e from the natural (NBO) method, atoms 1 to 6: atom 1 (P): 1.63, atom 2 (P): 1.67, atom 3 (C): -0.72, atom 4 (C): -0.76, atom 5 (H): 0.24, atom 6 (H): 0.24